Entry 1:
Entry from OMol25: the molecule C14H29N2OP (ωB97M-V/def2-TZVPD).

Properties
- 2S+1: 1
- Electronic energy: -1076.91781 Eh
- HOMO level: -7.1 eV
- Kohn-Sham gap: 7.9 eV
- Charge: 0
- SMILES string: CCCCN1C(C)=C(C)N(CCCC)P1(=O)CC

Last column: Mulliken charge in e.
Cartesian coordinates (Å):
O  2.58  1.32  -0.43  -0.91
C  -0.79  0.82  0.23  0.33
C  -0.53  1.24  1.51  0.73
N  0.31  0.26  -0.54  0.42
N  0.88  1.21  1.76  0.57
C  -2.13  0.69  -0.53  -1.46
C  -1.55  1.58  2.60  -1.44
C  -0.78  -3.44  -3.78  -1.15
C  1.22  4.82  3.85  -1.12
C  1.92  -1.76  1.97  -1.07
C  0.39  -0.05  -1.98  -1.26
C  1.57  1.58  2.97  -0.99
C  -0.28  -1.93  -3.47  -0.44
C  1.81  4.22  2.55  -0.30
C  0.24  -1.64  -2.08  -0.41
C  2.50  2.85  2.67  -0.77
C  2.67  -0.88  1.00  -0.67
P  1.66  0.49  0.39  0.21
H  -2.00  -0.09  -1.35  0.28
H  -2.84  0.27  0.23  0.45
H  -2.49  1.54  -0.96  0.20
H  -2.58  1.16  2.19  0.31
H  -1.28  1.07  3.57  0.31
H  -1.72  2.66  2.82  0.24
H  0.07  -4.07  -3.96  0.32
H  -1.38  -3.47  -4.69  0.36
H  -1.39  -3.82  -2.88  0.29
H  0.99  5.87  3.81  0.40
H  1.92  4.66  4.68  0.27
H  0.23  4.37  4.06  0.21
H  1.37  -1.12  2.68  0.23
H  2.69  -2.42  2.43  0.34
H  1.13  -2.38  1.56  0.29
H  1.41  0.24  -2.44  0.35
H  -0.50  0.49  -2.41  0.45
H  2.16  0.77  3.30  0.40
H  0.77  1.84  3.69  0.39
H  0.48  -1.65  -4.23  0.31
H  -1.11  -1.21  -3.52  0.29
H  0.93  3.99  1.93  0.13
H  2.52  5.00  2.14  0.36
H  -0.49  -2.05  -1.47  0.40
H  1.16  -2.14  -1.88  0.45
H  3.31  3.05  3.43  0.49
H  3.19  2.70  1.82  0.34
H  3.07  -1.37  0.16  0.54
H  3.55  -0.43  1.48  0.35


Entry 2:
Entry from OMol25: a cluster of 3 separate species, CH8O2S in total (ωB97M-V/def2-TZVPD).

Properties
- 2S+1: 1
- Electronic energy: -591.54116 Eh
- HOMO level: -9.4 eV
- Kohn-Sham gap: 10.0 eV
- Charge: 0
- SMILES string: CS.O.O

Last column: Mulliken charge in e.
Cartesian coordinates (Å):
C  -1.23  -1.15  0.34  -0.86
S  0.35  -0.89  1.11  -0.25
H  -1.85  -1.97  0.79  0.34
H  -1.16  -1.25  -0.72  0.32
H  -1.89  -0.35  0.42  0.30
H  -0.05  0.11  1.94  0.16
H  1.31  -0.11  -1.07  0.32
H  1.75  0.72  -2.24  0.30
O  0.96  0.27  -1.92  -0.66
H  0.24  1.89  -0.91  0.36
H  -1.14  1.68  -0.47  0.30
O  -0.38  2.28  -0.28  -0.63


Entry 3:
Entry from OMol25: the molecule C19H23N3O5 (ωB97M-V/def2-TZVPD).

Properties
- 2S+1: 1
- Electronic energy: -1278.15754 Eh
- HOMO level: -7.9 eV
- Kohn-Sham gap: 8.0 eV
- Charge: 0
- SMILES string: COc1ccccc1OCCNc1cc(N2CCOCC2)ccc1[N+](=O)[O-]

Last column: Mulliken charge in e.
Cartesian coordinates (Å):
C  -4.31  -1.29  1.24  -1.22
H  -4.51  -1.93  0.37  0.41
O  -3.29  -0.35  0.97  -0.23
C  -3.55  0.64  0.07  0.86
C  -4.69  0.72  -0.71  -0.49
C  -4.86  1.78  -1.60  -0.79
C  -3.90  2.75  -1.70  -0.77
C  -2.74  2.68  -0.93  -0.65
C  -2.56  1.63  -0.05  0.65
O  -1.46  1.46  0.75  -0.11
C  -0.52  2.51  0.82  -0.72
C  0.56  2.11  1.85  -1.21
N  1.84  1.83  1.26  -0.06
C  2.12  0.80  0.43  0.15
C  1.20  -0.23  0.21  0.34
C  1.47  -1.32  -0.61  0.98
N  0.52  -2.28  -0.86  0.08
C  -0.81  -2.23  -0.30  -0.43
H  -1.14  -1.21  -0.14  0.02
C  -0.86  -3.03  1.00  -0.20
H  -1.87  -3.06  1.40  0.16
O  -0.49  -4.37  0.77  -0.44
C  0.80  -4.45  0.20  -0.54
H  0.99  -5.51  0.03  0.41
C  0.88  -3.66  -1.11  -0.65
H  1.89  -3.75  -1.52  0.33
H  0.17  -4.08  -1.83  0.31
H  1.55  -4.05  0.91  0.29
H  -0.19  -2.57  1.74  0.30
H  -1.49  -2.70  -1.03  0.23
C  2.73  -1.37  -1.25  -0.76
C  3.65  -0.39  -1.05  -0.78
C  3.39  0.71  -0.21  -0.78
N  4.39  1.68  -0.10  1.06
O  5.44  1.51  -0.70  -0.69
O  4.19  2.69  0.60  -0.78
H  4.61  -0.42  -1.54  0.49
H  2.97  -2.17  -1.93  0.36
H  0.26  -0.15  0.71  0.36
H  2.56  2.55  1.30  0.27
H  0.19  1.23  2.40  0.37
H  0.71  2.91  2.57  0.39
H  -0.04  2.67  -0.15  0.50
H  -1.01  3.44  1.13  0.59
H  -2.00  3.45  -1.03  0.43
H  -4.02  3.58  -2.39  0.38
H  -5.76  1.83  -2.19  0.37
H  -5.46  -0.03  -0.64  0.45
H  -3.94  -1.90  2.06  0.28
H  -5.24  -0.79  1.54  0.48


Entry 4:
Entry from OMol25: a cluster of 3 separate species, H6O3 in total (ωB97M-V/def2-TZVPD).

Properties
- 2S+1: 2
- Electronic energy: -229.28489 Eh
- HOMO level (alpha / beta): 0.8 / -7.1 eV
- Kohn-Sham gap (alpha / beta): 3.6 / 11.4 eV
- Charge: -1
- Expectation value of S²: 0.75

Last column: Mulliken charge in e.
Cartesian coordinates (Å):
O  0.07  1.50  0.80  -1.28
H  0.82  1.31  1.36  0.38
H  0.23  1.00  0.00  0.39
O  0.76  -0.52  -0.91  -0.83
H  1.53  -0.58  -1.48  0.20
H  0.02  -0.64  -1.50  0.62
O  -1.48  -0.88  0.61  -1.39
H  -0.69  -1.19  0.17  0.44
H  -1.25  -0.01  0.95  0.45


Entry 5:
Entry from OMol25: a structure of composition C41H32F5N3O2PbS3Te (ωB97M-V/def2-TZVPD).

Properties
- 2S+1: 1
- Electronic energy: -4050.98974 Eh
- HOMO level (alpha / beta): -7.6 / -7.6 eV
- Kohn-Sham gap (alpha / beta): 5.1 / 4.7 eV
- Charge: 0

Last column: Mulliken charge in e.
Cartesian coordinates (Å):
Pb  0.68  -1.46  2.11  1.00
C  -1.84  3.64  -2.95  -1.54
C  -1.61  2.57  -1.91  -0.12
C  -2.62  2.14  -1.06  -0.70
C  -2.42  1.16  -0.09  0.73
C  -3.57  0.71  0.76  -0.20
O  -3.64  -0.37  1.30  -0.58
C  -4.73  1.67  0.94  0.51
C  -6.02  1.15  0.88  -0.37
C  -7.11  1.98  1.07  -0.64
C  -6.92  3.33  1.35  -0.36
C  -5.64  3.84  1.45  -0.79
C  -4.54  3.02  1.24  -0.08
C  -1.13  0.54  0.05  0.39
O  -0.91  -0.34  0.96  -0.71
C  -0.12  0.97  -0.84  -1.33
C  -0.36  1.97  -1.77  0.45
C  1.22  0.30  -0.80  0.10
N  1.43  -0.88  -1.23  0.07
C  0.37  -1.65  -1.85  0.69
C  0.53  -1.78  -3.38  -1.75
Te  2.54  -1.82  -4.17  0.30
C  2.81  0.25  -4.43  0.21
C  1.80  1.14  -4.78  -0.15
C  2.09  2.49  -4.96  -0.50
C  3.38  2.96  -4.79  -0.56
C  4.39  2.08  -4.45  -0.55
C  4.12  0.74  -4.27  -0.54
C  2.39  1.04  -0.25  0.86
C  3.66  0.45  -0.27  0.00
C  4.76  1.13  0.23  -1.04
C  4.61  2.40  0.76  -0.50
C  3.36  2.99  0.79  -0.90
C  2.25  2.31  0.29  -0.52
H  -2.89  3.92  -2.99  0.38
H  -1.54  3.30  -3.94  0.31
H  -1.26  4.54  -2.72  0.32
H  -3.61  2.56  -1.18  0.55
H  -6.15  0.10  0.69  0.41
H  -8.11  1.57  1.01  0.39
H  -7.78  3.98  1.50  0.39
H  -5.49  4.89  1.69  0.39
H  -3.54  3.42  1.32  0.47
H  0.45  2.27  -2.42  0.77
H  -0.62  -1.22  -1.65  0.07
H  0.40  -2.65  -1.40  -0.17
H  0.02  -0.96  -3.88  0.41
H  0.08  -2.71  -3.73  0.59
H  0.79  0.79  -4.93  0.35
H  1.29  3.17  -5.23  0.40
H  3.59  4.02  -4.93  0.40
H  5.41  2.44  -4.32  0.40
H  4.91  0.05  -4.00  0.34
H  3.76  -0.54  -0.70  0.51
H  5.74  0.66  0.19  0.52
H  5.47  2.93  1.15  0.44
H  3.24  3.99  1.21  0.45
H  1.27  2.78  0.32  0.45
S  -1.48  -2.82  3.04  -0.28
C  -2.08  -1.85  4.29  0.76
C  -3.32  -2.25  4.86  -0.66
C  -3.92  -1.51  5.84  -0.63
C  -3.31  -0.32  6.28  -0.48
C  -2.11  0.09  5.76  -0.83
C  -1.44  -0.66  4.78  0.68
S  0.11  -0.09  4.30  -0.53
H  -3.78  -3.16  4.49  0.44
H  -4.87  -1.83  6.26  0.38
H  -3.80  0.28  7.04  0.38
H  -1.65  1.00  6.11  0.43
F  1.60  -6.67  -3.10  -0.30
C  1.63  -6.03  -1.94  0.67
C  2.74  -5.29  -1.60  0.09
F  3.77  -5.22  -2.44  -0.35
C  2.78  -4.63  -0.39  0.12
F  3.86  -3.93  -0.08  -0.44
C  1.73  -4.72  0.53  0.50
S  1.85  -4.05  2.12  -0.21
C  0.61  -5.47  0.14  0.19
F  -0.44  -5.57  0.95  -0.33
C  0.55  -6.12  -1.07  0.19
F  -0.52  -6.83  -1.41  -0.31
N  4.21  -1.68  3.01  -0.57
N  3.15  -0.74  3.20  -0.21
H  5.10  -1.21  2.91  0.27
H  4.02  -2.22  2.18  0.19
H  3.36  0.16  2.78  0.14
H  3.02  -0.61  4.19  0.27


Entry 6:
Entry from OMol25: a cluster of 2 separate species, C3H5F in total (ωB97M-V/def2-TZVPD).

Properties
- 2S+1: 1
- Electronic energy: -217.00922 Eh
- HOMO level: -9.4 eV
- Kohn-Sham gap: 9.7 eV
- Charge: 0

Last column: Mulliken charge in e.
Cartesian coordinates (Å):
C  0.49  1.81  0.07  -0.73
C  -0.20  0.96  -0.71  0.33
C  -0.71  -1.24  -0.04  -0.64
F  -0.87  1.23  -1.81  -0.19
H  0.40  2.92  -0.08  0.23
H  1.01  1.61  0.97  0.26
H  -0.26  -1.91  -0.78  0.27
H  -0.15  -1.10  1.00  0.22
H  -1.85  -1.16  0.13  0.25